Record 1
95
Properties=species:S:1:pos:R:3 method="wB97M-V/def2-TZVPD" total_charge=-1 multiplicity=1 orbital_gap_ev=4.3264
P -0.63597 -1.43886 -0.70793
C 0.51216 -2.70196 -1.45019
C -0.15294 -4.02702 -1.82589
C 0.92716 -5.04371 -2.22368
C 1.84294 -4.50492 -3.32836
C 2.45731 -3.14899 -2.96327
C 1.37330 -2.12720 -2.58447
C -1.63138 -0.54644 -1.97186
C -2.38389 -1.49916 -2.89362
C -3.34369 -0.67563 -3.76463
C -2.60842 0.42315 -4.54276
C -1.76937 1.32565 -3.63108
C -0.82006 0.49430 -2.75826
C -1.82681 -2.35936 0.38561
C -1.08197 -3.11343 1.50164
C -2.08387 -3.94073 2.31388
C -3.21248 -3.07798 2.88987
C -3.89824 -2.25200 1.79700
C -2.90161 -1.43067 0.97209
H 1.20440 -2.88328 -0.59901
H -0.85320 -3.86699 -2.65946
H -0.74074 -4.42652 -0.98742
H 0.44994 -5.97493 -2.54709
H 1.53025 -5.27957 -1.33535
H 2.63370 -5.23223 -3.54268
H 1.25645 -4.39287 -4.25049
H 3.13780 -3.27020 -2.10862
H 3.04887 -2.76875 -3.80324
H 1.82941 -1.17742 -2.26480
H 0.74845 -1.91628 -3.46771
H -2.36360 0.03161 -1.37656
H -4.09398 -0.21355 -3.10792
H -2.94499 -2.24709 -2.31355
H -1.66419 -2.04468 -3.52464
H -3.87395 -1.34392 -4.45067
H -3.33050 1.02476 -5.10469
H -1.94467 -0.04844 -5.28051
H -1.19767 2.04977 -4.22646
H -2.43054 1.90174 -2.96609
H -0.27193 1.14949 -2.06884
H -0.06406 -0.00380 -3.38290
H -2.32142 -3.09118 -0.27969
H -0.29646 -3.77198 1.09827
H -0.55852 -2.39893 2.16462
H -2.52278 -4.69672 1.64727
H -1.55981 -4.47393 3.11531
H -2.81506 -2.41001 3.66781
H -3.95183 -3.72473 3.37471
H -4.65870 -1.59133 2.22863
H -4.41298 -2.94085 1.11239
H -3.43753 -0.88717 0.17917
H -2.42394 -0.65055 1.58807
Y 0.76962 0.11418 1.19335
Cl -1.28043 1.61056 0.93739
Cl 2.26762 -1.82879 1.77852
C 1.99393 0.72060 -0.59473
H 2.84032 0.01204 -0.65366
C 2.23015 1.85485 -1.39294
C 1.29282 2.95923 -1.44234
C 1.56638 4.09717 -2.17787
C 2.78351 4.21879 -2.88313
C 3.73954 3.17794 -2.82480
C 3.46818 2.02095 -2.10770
H 0.39343 2.88952 -0.81218
H 0.84753 4.93283 -2.18476
H 4.70878 3.29640 -3.33530
H 4.21575 1.23229 -2.01263
H 3.00896 5.12837 -3.44547
C 2.60291 2.38085 4.64439
P 1.59534 1.92698 3.20672
C -0.01209 1.46911 4.02993
C -0.25952 0.08161 4.26810
C -1.29965 -0.30780 5.11429
C -2.09396 0.66232 5.74286
C -1.87348 2.01696 5.47855
C -0.86060 2.42580 4.60512
C 1.88579 3.42098 2.13537
C 1.05135 4.54984 2.05041
C 1.52058 5.70071 1.40644
C 2.75333 5.71217 0.76200
C 3.53710 4.55621 0.74972
C 3.10569 3.41668 1.41861
H 2.60390 1.58525 5.39050
H 2.19806 3.28971 5.09695
H 3.63543 2.57203 4.34913
H 0.42188 -0.68830 3.85649
H -1.45883 -1.36724 5.33072
H -2.85467 0.35498 6.45924
H -2.48013 2.76578 5.98858
H -0.69813 3.48433 4.39450
H 0.04858 4.51516 2.47700
H 0.91552 6.60745 1.41240
H 3.11477 6.60857 0.25895
H 4.48495 4.53949 0.21890
H 3.70139 2.49888 1.37042

Record 2
106
Properties=species:S:1:pos:R:3 method="wB97M-V/def2-TZVPD" total_charge=+2 multiplicity=1 orbital_gap_ev=8.2375
Ba -1.07267 0.14501 0.08110
C -5.52132 0.60387 -1.81167
N -5.45929 0.77324 -0.34078
C -6.49211 -0.01691 0.37245
P -4.08875 1.13278 0.41075
O -2.89441 1.16254 -0.55982
O -3.86110 -0.07725 1.51880
P -2.64068 -0.66157 2.50379
O -1.58740 -1.30949 1.62446
N -3.37490 -1.66378 3.48518
C -2.66313 -2.85410 4.02465
C -4.50389 -1.21046 4.32770
N -2.06787 0.71532 3.24834
C -1.28198 0.48605 4.50239
C -1.32701 1.58210 2.27984
N -4.14205 2.48071 1.28335
C -5.08585 2.55256 2.42194
C -4.15513 3.73204 0.47408
H -6.55167 0.77163 -2.11801
H -5.22067 -0.39781 -2.11879
H -4.90208 1.33472 -2.32031
H -7.46781 0.25886 -0.02160
H -6.49188 0.19969 1.43839
H -6.33689 -1.08685 0.23152
H -1.83801 -3.13826 3.37880
H -3.36648 -3.68238 4.06847
H -2.28878 -2.64765 5.02710
H -5.11642 -0.48488 3.79853
H -4.15198 -0.77549 5.26380
H -5.12619 -2.07503 4.55007
H -1.90381 -0.03298 5.22726
H -1.02251 1.46194 4.90542
H -0.36746 -0.07729 4.31730
H -1.91545 1.53804 1.36219
H -0.29981 1.19312 2.10059
H -1.26964 2.62113 2.59629
H -5.02286 1.66072 3.03828
H -6.11142 2.69402 2.07284
H -4.80802 3.40208 3.04177
H -3.45474 3.66702 -0.35495
H -3.85127 4.55571 1.11543
H -5.15783 3.92875 0.09039
C 4.35412 -0.73809 -0.61931
N 2.88817 -0.67083 -0.78518
P 1.91797 -2.14403 -0.98324
C 1.82248 -2.32165 -2.78842
C 2.89996 -2.11704 -3.66076
C 2.74767 -2.31233 -5.02171
C 1.51726 -2.72062 -5.53985
C 0.44243 -2.91480 -4.69351
C 0.60048 -2.70768 -3.32455
C 3.12962 -3.38433 -0.46865
C 3.75438 -4.26922 -1.34076
C 4.71297 -5.16211 -0.86975
C 5.05053 -5.17658 0.47332
C 4.40516 -4.32125 1.36007
C 3.44035 -3.44544 0.89243
P 2.09812 0.54559 0.09707
C 2.67203 0.31900 1.82541
C 1.97813 -0.63881 2.56927
C 2.33808 -0.93723 3.87845
C 3.40400 -0.26830 4.46526
C 4.11374 0.67818 3.73541
C 3.75167 0.96715 2.42556
C 2.83567 2.11440 -0.43741
C 3.38306 2.26432 -1.70903
C 3.84422 3.50441 -2.13581
C 3.75473 4.60785 -1.29961
C 3.18779 4.47514 -0.03777
C 2.72612 3.23724 0.38631
H 4.79473 -1.42491 -1.33797
H 4.62321 -1.07803 0.38154
H 4.79082 0.24689 -0.78433
H 3.86067 -1.79148 -3.27659
H 3.58827 -2.15888 -5.68786
H 1.40330 -2.88439 -6.60436
H -0.51332 -3.23478 -5.08856
H -0.25138 -2.84910 -2.67131
H 3.49664 -4.27838 -2.39113
H 5.19410 -5.84462 -1.55833
H 5.80505 -5.86351 0.83504
H 4.65546 -4.33856 2.41327
H 2.93323 -2.79876 1.59693
H 1.15927 -1.19787 2.11941
H 1.79936 -1.69659 4.43389
H 3.69076 -0.49196 5.48571
H 4.95991 1.18450 4.18355
H 4.32539 1.69546 1.86540
H 3.46118 1.41004 -2.37192
H 4.27689 3.60608 -3.12365
H 4.12405 5.57058 -1.62988
H 3.11220 5.33305 0.61894
H 2.28572 3.15349 1.37454
N -2.41648 2.27429 -3.38869
C -1.18718 1.82022 -3.85432
C -0.76308 2.15875 -5.13878
C 0.48092 1.74002 -5.55103
C 1.28357 1.00400 -4.68362
C 0.76791 0.72499 -3.44168
N -0.44621 1.10285 -3.01414
H -3.09076 2.57928 -4.06738
H -2.76915 1.86355 -2.54367
H -1.40574 2.74354 -5.78413
H 0.83136 1.98658 -6.54580
H 2.26866 0.65549 -4.95878
H 1.36295 0.15372 -2.74090

Record 3
97
Properties=species:S:1:pos:R:3 method="wB97M-V/def2-TZVPD" total_charge=+2 s_squared=2.1300 multiplicity=3 orbital_gap_ev="6.2228 / 4.9303"
N -5.28101 -2.01753 3.99375
C -4.37599 -1.09703 4.30079
C -4.14630 -0.02401 3.45006
C -4.88186 0.06918 2.25002
C -5.83869 -0.93345 1.94358
C -6.00295 -1.96265 2.88372
C -4.56170 1.19053 1.39813
Pt 0.02086 0.79199 -0.97952
P 3.59865 0.42816 -1.92096
C -4.85276 1.22964 0.05339
C -4.03875 1.95581 -0.84816
C -3.79880 1.42610 -2.14672
C -2.46991 1.27779 -2.48183
C -1.57727 1.81668 -1.54356
C -1.87034 2.96660 -0.78951
C -3.18042 2.97446 -0.33793
Br 1.58917 2.57278 -1.91172
H -3.88800 1.94862 1.83044
H -5.62417 0.58187 -0.36782
H -3.47192 0.79049 3.70581
H -6.51580 -0.86752 1.08753
H -3.79693 -1.17661 5.21754
H -6.73412 -2.75821 2.71606
H -4.59129 1.01308 -2.75522
H -3.47899 3.63344 0.46943
H -2.08751 0.79001 -3.36429
H -1.08944 3.67845 -0.53272
P -0.52661 -1.40085 -1.35130
C 4.64021 1.89732 -1.42069
C 5.32333 2.65381 -2.55213
H 5.36297 1.54851 -0.66272
H 3.96120 2.58999 -0.88747
H 5.83853 3.51427 -2.09160
H 6.09236 2.04208 -3.05792
H 4.60182 3.03541 -3.29664
C 3.32836 0.00942 -3.71911
C 4.30194 0.54378 -4.75308
H 2.31437 0.37071 -3.96590
H 3.28257 -1.09124 -3.77300
H 3.87155 0.29484 -5.73233
H 4.41157 1.62712 -4.68414
H 5.29017 0.06432 -4.70248
C 4.56202 -1.01828 -1.29964
C 6.03476 -0.86353 -1.65620
H 4.12883 -1.91687 -1.77183
H 4.40440 -1.13180 -0.21090
H 6.57390 -1.76624 -1.34473
H 6.14634 -0.75497 -2.74323
H 6.49261 0.00242 -1.16668
C 0.21727 -2.82735 -0.44276
C 1.69500 -3.00837 -0.74658
H -0.34685 -3.70588 -0.79688
H 0.01036 -2.70447 0.62844
H 2.12346 -3.78420 -0.09782
H 1.84776 -3.30659 -1.79564
H 2.25900 -2.08002 -0.56757
C -0.35479 -2.12166 -3.05580
C -1.06169 -1.43975 -4.23089
H -0.77239 -3.14266 -2.93716
H 0.72875 -2.23884 -3.26783
H -1.43141 -2.19814 -4.94883
H -1.93477 -0.89265 -3.85110
H -0.37956 -0.76132 -4.78056
C -2.25540 -1.43009 -0.70718
C -2.77081 -2.68293 0.00367
H -2.87484 -1.18326 -1.58154
H -2.31034 -0.56459 -0.02039
H -3.83261 -2.52055 0.24182
H -2.67595 -3.56926 -0.63541
H -2.26079 -2.84926 0.96419
C 2.71088 1.29902 1.27553
P 0.93606 0.95762 1.15308
C 0.63127 -0.62606 2.00005
C -0.69624 -0.97796 2.31990
C -0.94437 -2.15095 3.03334
C 0.11678 -2.97605 3.41175
C 1.42498 -2.63491 3.07350
C 1.69758 -1.45710 2.37536
C 0.14032 2.08697 2.37198
C -0.06993 3.42001 1.99111
C -0.82318 4.27375 2.81158
C -1.41605 3.76699 3.97513
C -1.10666 2.47462 4.42203
C -0.23123 1.67867 3.67615
H 3.24570 0.57972 0.63848
H 3.07441 1.20454 2.30842
H 2.90445 2.31026 0.90211
H -1.52011 -0.31555 2.02739
H -1.96245 -2.41164 3.31557
H -0.08674 -3.88502 3.97879
H 2.24977 -3.28569 3.36525
H 2.72338 -1.17437 2.12873
H 0.34326 3.76566 1.04484
H -0.94964 5.32567 2.53308
H -2.09855 4.38949 4.55906
H -1.53610 2.08597 5.35476
H 0.13206 0.73922 4.10228